Model A:
Formula: C5H6NO
Source: OMol25
Level of theory: ωB97M-V with the def2-TZVPD basis set

Geometry as XYZ:
```
13
Properties=species:S:1:pos:R:3:mulliken_charge:R:1
C 2.39 0.15 -0.08 -0.7324
N 1.08 -0.46 0.02 0.5989
O 0.89 -1.64 -0.01 -0.4059
C -0.05 0.57 0.05 0.0458
C -1.35 0.23 0.02 0.0053
C -2.73 0.44 -0.09 -0.4831
C -2.33 -0.85 0.00 -0.1337
H 2.21 1.09 -0.39 0.3091
H 2.95 -0.56 -0.55 0.3460
H 2.91 0.20 1.02 0.3205
H 0.10 1.64 0.18 0.3442
H -3.47 1.11 -0.28 0.4092
H -2.59 -1.92 0.13 0.3762
```

Computed properties:
Gap between HOMO and LUMO (alpha / beta): 8.297 / 8.295 eV
Total charge: +1
HOMO level (alpha / beta): -14.21 / -14.21 eV
SMILES: C[N+](=O)C=C1C=C1
Lowest unoccupied orbital energy (alpha / beta): -5.915 / -5.916 eV
Molecular weight: 96.109 g/mol

=====

Model B:
Formula: C5H6NO
Source: OMol25
Level of theory: ωB97M-V with the def2-TZVPD basis set

Geometry as XYZ:
```
13
Properties=species:S:1:pos:R:3:mulliken_charge:R:1
C -1.33 -0.95 0.78 -0.3500
C -1.22 0.45 0.59 -0.3364
C 0.80 -0.64 -0.13 -0.3085
C 0.32 1.88 -0.55 -0.1975
C -0.17 -1.60 0.38 -0.2157
N 0.00 0.56 -0.16 0.5242
O -0.38 1.12 -1.47 -0.3039
H -2.26 -1.33 1.17 0.4369
H 1.46 -0.63 0.79 0.3050
H 1.37 -1.03 -1.01 0.3716
H -0.09 2.70 0.05 0.2789
H 1.28 2.10 -0.80 0.3627
H 0.22 -2.62 0.36 0.4326
```

Computed properties:
Gap between HOMO and LUMO (alpha / beta): 7.925 / 7.925 eV
Total charge: +1
HOMO level (alpha / beta): -14.47 / -14.47 eV
Lowest unoccupied orbital energy (alpha / beta): -6.541 / -6.541 eV
Molecular weight: 96.109 g/mol

=====

Model C:
Formula: C5H6NO
Source: OMol25
Level of theory: ωB97M-V with the def2-TZVPD basis set

Geometry as XYZ:
```
13
Properties=species:S:1:pos:R:3:mulliken_charge:R:1
C 1.16 1.67 0.29 -0.0183
C 1.72 0.66 1.34 -0.4668
C -1.69 -0.43 -1.01 0.0107
C -1.19 -1.45 -0.18 0.0295
C -0.30 -0.74 -1.47 0.1489
N 0.96 0.47 0.10 -0.2506
O -0.34 -2.04 -1.06 -0.0839
H 1.09 2.74 0.06 0.3216
H 2.77 0.24 1.27 0.2517
H 1.15 0.45 2.19 0.2977
H -2.40 -0.76 -1.78 0.2661
H -1.97 0.66 -0.63 0.2511
H -0.95 -1.46 0.87 0.2423
```

Computed properties:
Gap between HOMO and LUMO (alpha / beta): 8.241 / 8.240 eV
Total charge: +1
HOMO level (alpha / beta): -14.19 / -14.19 eV
Lowest unoccupied orbital energy (alpha / beta): -5.953 / -5.954 eV
Molecular weight: 96.109 g/mol

=====

Which of them is the least stable? Correct choice: model C.

=====

Model A:
Formula: C4H7FN2
Source: OMol25
Level of theory: ωB97M-V with the def2-TZVPD basis set

Geometry as XYZ:
```
14
Properties=species:S:1:pos:R:3:mulliken_charge:R:1
C 2.34 0.11 -1.41 -0.3146
N 2.20 0.56 -0.07 -0.7135
N 1.00 0.49 0.53 0.1689
C -0.11 -0.31 -0.02 -0.3982
C -1.15 -0.11 1.09 -0.4889
C -2.52 -0.20 0.77 -0.2008
F -2.80 -0.61 -0.61 -0.2906
H 3.32 0.49 -1.81 0.2992
H 1.64 -0.77 -2.02 0.1844
H 0.81 1.48 1.11 0.3135
H 0.29 -1.37 0.03 0.2912
H -0.54 -0.23 -0.95 0.4275
H -1.05 0.15 2.09 0.4137
H -3.43 0.31 1.28 0.3080
```

Computed properties:
Gap between HOMO and LUMO: 9.202 eV
HOMO level: -8.46 eV
SMILES: C=NNC/C=C\F
Lowest unoccupied orbital energy: 0.740 eV
Molecular weight: 102.112 g/mol

=====

Model B:
Formula: C4H7FN2
Source: OMol25
Level of theory: ωB97M-V with the def2-TZVPD basis set

Geometry as XYZ:
```
14
Properties=species:S:1:pos:R:3:mulliken_charge:R:1
C -0.60 1.68 -0.86 -0.2550
C 0.07 0.48 1.05 -0.5561
C 1.67 -0.71 -0.41 -0.3146
C -0.48 -1.62 -0.14 -0.8051
N -0.62 1.53 0.38 -0.3869
N 0.52 -0.62 0.20 0.3162
F 2.48 0.33 -0.06 -0.1577
H -1.14 2.52 -1.27 0.2896
H 0.94 0.93 1.55 0.3485
H -0.60 0.08 1.82 0.3483
H -0.07 1.04 -1.56 0.2250
H -1.27 -1.61 0.60 0.3021
H -0.91 -1.42 -1.13 0.2999
H 0.00 -2.60 -0.17 0.3459
```

Computed properties:
Gap between HOMO and LUMO: 10.052 eV
HOMO level: -9.15 eV
Lowest unoccupied orbital energy: 0.900 eV
Molecular weight: 102.112 g/mol

=====

Which of them is the least stable? Correct choice: model A.

=====

Model A:
Formula: C12H13N3O2S3
Source: OMol25
Level of theory: ωB97M-V with the def2-TZVPD basis set

Geometry as XYZ:
```
33
Properties=species:S:1:pos:R:3:mulliken_charge:R:1
C 5.58 -3.54 0.52 -0.8444
H 5.84 -2.48 0.39 0.3350
O 4.37 -3.70 1.22 -0.4320
C 3.23 -3.18 0.68 0.6605
C 2.07 -3.36 1.43 -0.6948
C 0.85 -2.89 0.98 -0.2202
C 0.78 -2.21 -0.24 0.4579
C 1.94 -2.03 -0.98 -1.0408
C 3.16 -2.50 -0.53 -0.3130
H 4.03 -2.34 -1.14 0.3849
H 1.89 -1.50 -1.92 0.3096
N -0.42 -1.70 -0.75 0.0008
C -1.65 -1.71 -0.20 0.4004
O -1.97 -2.22 0.85 -0.6179
C -2.71 -1.02 -1.07 -0.7977
H -3.06 -1.71 -1.83 0.4432
H -3.56 -0.74 -0.43 0.4151
S -2.13 0.45 -1.97 -0.1617
C -1.71 1.48 -0.65 0.5630
N -1.22 2.67 -0.82 -0.3701
C -1.00 3.24 0.38 0.2702
N -1.28 2.55 1.46 -0.5074
S -1.87 1.08 1.06 0.1339
S -0.35 4.84 0.50 -0.0767
C -0.23 5.23 -1.27 -0.7807
H -1.21 5.17 -1.72 0.2745
H 0.45 4.53 -1.75 0.2718
H 0.17 6.24 -1.33 0.3202
H -0.32 -1.22 -1.64 0.1245
H -0.04 -3.03 1.57 0.5097
H 2.14 -3.89 2.37 0.4132
H 5.54 -4.03 -0.46 0.3332
H 6.34 -4.02 1.13 0.2359
```

Computed properties:
Gap between HOMO and LUMO: 8.524 eV
HOMO level: -8.15 eV
Lowest unoccupied orbital energy: 0.375 eV
Molecular weight: 327.456 g/mol

=====

Model B:
Formula: C12H13N3O2S3
Source: OMol25
Level of theory: ωB97M-V with the def2-TZVPD basis set

Geometry as XYZ:
```
33
Properties=species:S:1:pos:R:3:mulliken_charge:R:1
C -3.88 -1.51 0.49 -0.8378
S -2.78 -1.81 -0.93 -0.0903
C -1.85 -0.27 -0.97 0.2108
N -0.67 -0.14 -1.38 -0.1680
C 0.18 -1.24 -1.74 -1.3636
C 1.26 -1.29 -0.69 0.9015
C 1.00 -1.84 0.56 -0.0233
C 1.99 -1.80 1.53 -0.6225
C 3.20 -1.21 1.21 -0.2990
N 3.46 -0.69 0.02 -0.6194
C 2.51 -0.73 -0.90 -0.4620
N -2.48 0.85 -0.49 -0.3058
S -1.73 1.54 0.87 1.2967
O -1.48 0.50 1.82 -0.6408
O -2.58 2.62 1.26 -0.7454
C -0.20 2.10 0.23 0.1884
C 1.04 1.79 0.70 -0.3442
C 2.06 2.40 -0.05 -0.6489
C 1.57 3.16 -1.07 -0.5438
S -0.15 3.14 -1.12 -0.1213
H -3.32 -0.99 1.27 0.2487
H -4.18 -2.50 0.84 0.3692
H -4.76 -0.95 0.19 0.2937
H -0.36 -2.19 -1.79 0.5124
H 0.61 -1.01 -2.72 0.3996
H 0.03 -2.28 0.77 0.4224
H 1.82 -2.22 2.51 0.3925
H 4.00 -1.15 1.93 0.3619
H 2.77 -0.28 -1.85 0.3771
H -3.49 0.84 -0.43 0.3365
H 1.19 1.14 1.55 0.6371
H 3.11 2.27 0.15 0.4316
H 2.12 3.72 -1.79 0.4558
```

Computed properties:
Gap between HOMO and LUMO: 9.492 eV
HOMO level: -9.03 eV
SMILES: CS/C(=N\Cc1cccnc1)NS(=O)(=O)c1cccs1
Lowest unoccupied orbital energy: 0.463 eV
Molecular weight: 327.456 g/mol

=====

Which of them is the least stable? Correct choice: model B.

=====

Model A:
Formula: CH5N3O
Source: OMol25
Level of theory: ωB97M-V with the def2-TZVPD basis set

Geometry as XYZ:
```
10
Properties=species:S:1:pos:R:3:mulliken_charge:R:1
C -0.39 -0.91 0.51 -0.1017
N -0.53 -0.17 -0.78 -0.0712
N -0.67 1.12 -0.48 -0.4871
N 0.75 0.92 1.17 -0.4512
O 0.84 -0.43 1.07 -0.1243
H -1.38 -0.70 1.10 0.2244
H -0.36 -2.00 0.38 0.3073
H 0.19 -0.47 -1.36 0.2371
H -0.19 1.72 -1.21 0.2380
H 1.42 1.41 0.60 0.2287
```

Computed properties:
Gap between HOMO and LUMO (alpha / beta): 9.484 / 9.115 eV
HOMO level (alpha / beta): -8.86 / -8.54 eV
Lowest unoccupied orbital energy (alpha / beta): 0.624 / 0.576 eV
Molecular weight: 75.071 g/mol

=====

Model B:
Formula: CH5N3O
Source: OMol25
Level of theory: ωB97M-V with the def2-TZVPD basis set

Geometry as XYZ:
```
10
Properties=species:S:1:pos:R:3:mulliken_charge:R:1
C -0.01 0.69 0.03 0.0133
H -2.72 -1.15 -0.19 0.2819
H -2.57 0.38 0.85 0.2627
H -0.30 1.71 0.05 0.3482
H 1.97 1.15 0.29 0.2580
H 0.55 -1.64 -0.23 0.4343
N -2.21 -0.07 -0.10 -0.6652
N -0.77 -0.29 0.02 -0.2374
N 1.34 0.54 -0.20 -0.1160
O 1.82 -0.73 0.12 -0.5796
```

Computed properties:
Gap between HOMO and LUMO: 8.545 eV
HOMO level: -8.25 eV
Lowest unoccupied orbital energy: 0.295 eV
Molecular weight: 75.071 g/mol

=====

Model C:
Formula: CH5N3O
Source: OMol25
Level of theory: ωB97M-V with the def2-TZVPD basis set

Geometry as XYZ:
```
10
Properties=species:S:1:pos:R:3:mulliken_charge:R:1
H -1.33 -1.75 0.04 0.1807
N -1.64 -0.80 0.12 -0.6868
C -0.60 -0.05 -0.01 0.5229
N -0.54 1.32 -0.05 -0.4508
N 0.69 -0.62 -0.39 -0.2658
O 1.82 -0.05 0.06 -0.4245
H -1.28 2.08 -0.28 0.2531
H 0.51 1.81 -0.23 0.2885
H 0.51 -1.75 -0.44 0.2457
H 1.86 -0.19 1.17 0.3369
```

Computed properties:
Gap between HOMO and LUMO: 9.522 eV
HOMO level: -9.02 eV
SMILES: [H]/N=C(/N)NO
Lowest unoccupied orbital energy: 0.503 eV
Molecular weight: 75.071 g/mol

=====

Which of them is the least stable? Correct choice: model B.